(1)
Molecular formula: C4H11OP
Method: DFT, ωB97M-V/def2-TZVPD

The geometry in XYZ format:
```
17
Properties=species:S:1:pos:R:3
C -0.90 -0.19 2.30
C 1.66 -0.16 -1.14
C -0.39 0.77 1.32
C 0.15 -0.34 -1.04
O -0.40 -1.61 -0.84
P -0.79 0.59 -2.33
H -0.91 0.28 3.27
H -0.35 -1.17 2.48
H -1.81 -0.46 2.04
H 1.96 0.87 -0.91
H 1.88 -0.22 -2.29
H 2.27 -0.91 -0.54
H 0.70 0.97 1.24
H -0.98 1.60 1.04
H 0.21 -2.33 -1.21
H -0.30 1.93 -1.89
H -1.99 0.38 -1.49
```

Highest occupied orbital energy (spin up / spin down) ... -7.545 / -7.113 eV

***

(2)
Molecular formula: C4H11P
Method: DFT, ωB97M-V/def2-TZVPD

The geometry in XYZ format:
```
16
Properties=species:S:1:pos:R:3
C -0.21 -1.76 1.15
C 0.75 -0.02 -2.10
C -0.66 1.08 1.83
C 0.84 0.16 -0.57
P -0.77 -0.02 0.26
H -0.30 -2.72 0.53
H -0.89 -1.92 1.93
H 0.91 0.89 -2.65
H 1.46 -0.72 -2.50
H -0.17 -0.59 -2.41
H -0.84 2.14 1.47
H -1.48 0.56 2.33
H 0.20 1.03 2.50
H 1.36 1.05 -0.38
H 1.22 -0.70 -0.21
H -1.56 0.89 -0.54
```

Highest occupied orbital energy ... -7.869 eV

***

(3)
Molecular formula: C4H12
Method: DFT, ωB97M-V/def2-TZVPD

The geometry in XYZ format:
```
16
Properties=species:S:1:pos:R:3
C -0.47 -1.08 1.98
C 0.57 -2.01 2.37
H -1.42 -1.57 1.69
H -0.56 -0.44 2.90
H -0.25 -0.54 1.06
H 1.19 -2.21 1.46
H 0.16 -2.83 2.97
H 1.37 -1.42 3.05
C 0.27 0.78 -2.04
C -0.46 2.22 -2.27
H 0.97 0.88 -1.35
H -0.52 -0.10 -2.06
H 0.90 0.68 -2.87
H -0.70 2.33 -3.28
H 0.32 2.91 -1.94
H -1.36 2.40 -1.68
```

⟨S²⟩ ... 0.750
Highest occupied orbital energy (spin up / spin down) ... 1.499 / -7.556 eV
Total charge ... -1
2S+1 ... 2

***

(4)
Molecular formula: C4H12
Method: DFT, ωB97M-V/def2-TZVPD

The geometry in XYZ format:
```
16
Properties=species:S:1:pos:R:3
C -1.81 -1.01 0.92
C -0.62 -0.62 1.80
H -1.41 -1.41 -0.01
H -2.40 -1.79 1.42
H -2.43 -0.15 0.68
H 0.13 -1.41 1.87
H -1.08 -0.19 2.70
H -0.04 0.21 1.39
C 1.47 1.56 -1.31
C 0.97 0.09 -1.38
H 0.76 2.17 -1.88
H 1.56 1.85 -0.28
H 2.31 1.62 -2.01
H 1.46 -0.46 -0.56
H -0.06 -0.02 -1.04
H 1.20 -0.43 -2.30
```

⟨S²⟩ ... 0.750
Highest occupied orbital energy (spin up / spin down) ... 1.546 / -7.612 eV
Total charge ... -1
2S+1 ... 2

***

(5)
Molecular formula: C4H12
Method: DFT, ωB97M-V/def2-TZVPD

The geometry in XYZ format:
```
16
Properties=species:S:1:pos:R:3
C 2.52 0.77 -0.64
C 1.85 -0.58 -0.85
H 3.51 0.71 -1.07
H 1.94 1.58 -1.07
H 2.67 0.97 0.42
H 2.46 -1.36 -0.39
H 1.79 -0.85 -1.90
H 0.83 -0.62 -0.50
C -2.46 -0.78 0.96
C -1.90 0.57 0.52
H -2.56 -0.89 2.04
H -3.50 -1.00 0.68
H -1.88 -1.63 0.64
H -2.59 1.04 -0.18
H -1.00 0.39 -0.04
H -1.79 1.24 1.37
```

Highest occupied orbital energy ... -11.622 eV

***

(6)
Molecular formula: C4H12
Method: DFT, ωB97M-V/def2-TZVPD

The geometry in XYZ format:
```
16
Properties=species:S:1:pos:R:3
C 1.08 1.32 -0.40
C 0.65 1.73 -1.77
H 0.16 1.41 0.34
H 1.55 0.21 -0.34
H 1.85 2.04 -0.22
H 0.99 2.79 -2.10
H -0.43 1.80 -1.87
H 1.00 0.91 -2.44
C -1.52 -1.89 0.94
C -0.26 -1.11 1.26
H -2.41 -1.31 0.43
H -1.04 -2.79 0.24
H -2.01 -2.60 1.72
H -0.46 -0.17 1.78
H 0.26 -0.82 0.47
H 0.58 -1.54 1.97
```

Highest occupied orbital energy ... -10.955 eV

***

(7)
Molecular formula: C4H12
Method: DFT, ωB97M-V/def2-TZVPD

The geometry in XYZ format:
```
16
Properties=species:S:1:pos:R:3
C -2.07 -2.10 -0.54
C -0.54 -2.09 -0.82
H -2.64 -1.61 -1.31
H -2.22 -3.18 -0.49
H -2.22 -1.62 0.42
H 0.03 -2.60 -0.04
H -0.10 -1.09 -0.80
H -0.32 -2.55 -1.78
C 0.98 2.74 0.41
C 1.63 1.47 0.93
H 1.69 3.47 0.00
H 0.19 2.67 -0.34
H 0.66 3.26 1.32
H 2.28 1.66 1.77
H 2.25 0.86 0.27
H 0.85 0.79 1.27
```

Highest occupied orbital energy ... -11.623 eV

***

Energy above the lowest of the compared OMol25 structures with the same formula, charge and spin
In order: 117.26; 85.12; 35.31; 12.56; 6.16; 49.47; 8.80
Unit: kcal per mole